[1]
A structure of composition C38H59CsNPS4Sb2Si2Te at a distorted geometry. Source: the OMol25 dataset; level of theory: the ωB97M-V functional and the def2-TZVPD basis.

Structure (XYZ):
```
109
Properties=species:S:1:pos:R:3:lowdin_charge:R:1
Cs 0.2280 0.0668 0.6079 0.41
C -2.3359 -3.0642 -1.3100 -0.03
C -2.7417 -1.6157 -1.1427 -0.27
C -3.3594 -1.1765 0.0187 -0.03
C -3.6778 0.1713 0.2105 -0.27
C -4.2913 0.6244 1.5153 -0.04
C -3.3750 1.0780 -0.7949 -0.04
C -2.7577 0.6669 -1.9798 -0.27
C -2.3776 1.6823 -3.0306 -0.05
C -2.4565 -0.6788 -2.1419 -0.03
H -1.3057 -3.1427 -1.6713 0.06
H -2.9783 -3.5738 -2.0372 0.08
H -2.3960 -3.6019 -0.3614 0.07
H -3.5633 -1.8852 0.8183 0.12
H -5.2793 0.1804 1.6608 0.08
H -4.3975 1.7103 1.5435 0.06
H -3.6650 0.3217 2.3591 0.08
H -3.5952 2.1322 -0.6451 0.09
H -3.2537 2.2343 -3.3873 0.07
H -1.9020 1.2028 -3.8894 0.07
H -1.6730 2.4088 -2.6136 0.05
H -1.9636 -1.0073 -3.0535 0.09
N 1.6020 3.0194 -0.5765 0.03
C 1.4181 4.2940 -1.1149 -0.34
C 2.3932 4.8953 -1.9200 -0.04
C 2.1845 6.1480 -2.4741 -0.11
C 1.0025 6.8376 -2.2329 -0.12
C 0.0209 6.2434 -1.4474 -0.09
C 0.1994 4.9786 -0.8922 -0.31
P -1.1254 4.0199 -0.0657 1.12
C -0.7393 4.1426 1.7232 -0.40
C 0.4456 4.6383 2.2464 -0.11
C 0.6635 4.6298 3.6236 -0.08
C -0.3106 4.1497 4.4807 -0.10
C -1.5043 3.6535 3.9652 -0.13
C -1.7057 3.6330 2.5985 -0.14
C -2.5306 5.2244 -0.1223 -0.37
C -2.7315 6.2420 0.8109 -0.08
C -3.8204 7.0994 0.7033 -0.09
C -4.7329 6.9514 -0.3359 -0.11
C -4.5455 5.9455 -1.2729 -0.10
C -3.4512 5.0918 -1.1628 -0.11
H 2.5230 2.6346 -0.7244 0.05
H 1.4722 2.9518 0.4445 -0.08
H 3.3249 4.3665 -2.0951 0.11
H 2.9571 6.5964 -3.0907 0.09
H 0.8421 7.8228 -2.6546 0.09
H -0.9127 6.7688 -1.2803 0.09
H 1.2206 5.0171 1.5901 0.10
H 1.6194 4.9562 4.0147 0.10
H -0.1231 4.1137 5.5482 0.10
H -2.2486 3.2309 4.6301 0.10
H -2.6175 3.2015 2.1938 0.09
H -2.0304 6.3577 1.6308 0.11
H -3.9594 7.8848 1.4361 0.10
H -5.5856 7.6161 -0.4125 0.09
H -5.2561 5.8146 -2.0813 0.09
H -3.3024 4.3070 -1.9019 0.08
S 3.0255 2.1228 2.0126 -0.17
Sb 2.3389 0.2962 3.2605 -0.25
S 2.4669 -1.6131 1.8306 -0.36
S 0.0342 0.5568 3.6785 -0.29
S 3.5671 0.0002 5.1604 -0.33
C -2.3497 -2.0386 4.3716 -0.37
Sb -0.6566 -2.3673 3.0428 1.04
C 0.6497 -2.8430 4.6679 -0.36
C -1.2903 -4.4894 2.8050 -0.37
H -2.3125 -2.7644 5.1907 -0.01
H -3.2993 -2.1636 3.8319 -0.02
H -2.2921 -1.0253 4.7779 -0.04
H 0.2358 -3.6894 5.2214 -0.01
H 0.7237 -1.9660 5.3118 -0.02
H 1.6476 -3.0812 4.2985 -0.03
H -1.4843 -4.9888 3.7655 -0.02
H -0.5259 -5.0582 2.2571 -0.03
H -2.2171 -4.5065 2.2105 -0.04
C 1.8289 -4.1026 -5.8186 -0.20
Si 1.3754 -3.6631 -4.0516 0.33
C 0.5495 -5.1551 -3.2911 -0.19
C 0.1605 -2.2404 -4.1259 -0.20
C 2.8467 -3.1816 -3.0647 -0.60
Te 2.3741 -2.4246 -1.0521 1.05
C 4.3416 -3.0442 -0.4488 -0.61
Si 4.3677 -4.7494 0.3283 0.36
C 3.0507 -5.0776 1.5940 -0.21
C 6.0475 -4.9784 1.1230 -0.19
C 4.1687 -6.0425 -1.0199 -0.20
H 0.9411 -4.4237 -6.3796 0.02
H 2.5638 -4.9179 -5.8485 0.02
H 2.2640 -3.2378 -6.3367 0.02
H -0.3968 -5.3961 -3.7903 0.03
H 0.3441 -4.9754 -2.2269 0.02
H 1.2062 -6.0330 -3.3588 0.03
H -0.8472 -2.5721 -4.4063 0.03
H 0.4902 -1.4872 -4.8539 0.04
H 0.1008 -1.7457 -3.1471 0.00
H 3.4343 -2.4076 -3.5725 0.01
H 3.5002 -4.0484 -2.9182 -0.01
H 4.6568 -2.2792 0.2663 -0.03
H 4.9742 -2.9974 -1.3405 0.01
H 2.8602 -4.1704 2.1846 -0.04
H 3.3545 -5.8799 2.2793 0.03
H 2.1066 -5.3603 1.1140 0.02
H 6.1735 -4.2328 1.9196 0.04
H 6.8591 -4.8400 0.3971 0.02
H 6.1502 -5.9764 1.5704 0.02
H 3.1880 -5.9366 -1.5021 0.01
H 4.2195 -7.0490 -0.5809 0.03
H 4.9458 -5.9667 -1.7940 0.03
```

Summary:
- Energy: -4820.0899 Eh
- Energy above the lowest of the compared OMol25 structures with the same formula, charge and spin: 0.442 eV
- Kohn-Sham gap: 4.94 eV
- Charge: -2

---

[2]
A cluster of 3 separate species, C8H22ClN2O6 in total at a distorted geometry. Source: the OMol25 dataset; level of theory: the ωB97M-V functional and the def2-TZVPD basis.

Structure (XYZ):
```
39
Properties=species:S:1:pos:R:3:lowdin_charge:R:1
Cl 1.6147 3.9776 -2.1876 0.60
O 0.7442 3.1224 -2.9609 -0.39
O 1.7703 3.4634 -0.8352 -0.41
O 2.9329 4.0536 -2.7463 -0.38
O 1.0256 5.2737 -2.0708 -0.38
C -0.9716 1.7983 1.0508 -0.04
C -1.2041 0.3224 1.3367 -0.45
C -1.6985 0.1464 2.7855 -0.21
O -0.8230 0.7174 3.7518 -0.21
C 0.2184 -0.1328 4.2173 -0.10
N -2.0635 -0.3119 0.3053 0.06
H -0.6061 2.2975 1.9450 0.08
H -1.9615 2.2407 0.8681 0.09
H -0.3489 2.0128 0.1874 0.06
H -0.2448 -0.2141 1.2871 0.12
H -1.8049 -0.9328 2.9621 0.11
H -2.6495 0.6376 3.0050 0.12
H -0.1989 -0.7672 5.0153 0.08
H 0.8350 0.5620 4.7879 0.09
H 0.6729 -0.7628 3.4571 0.08
H -2.3451 -1.2285 0.6515 0.06
H -2.8740 0.3021 0.4525 0.07
C 2.2360 -0.2560 -2.1695 -0.07
C 0.8700 -0.9084 -2.2541 -0.42
C 0.6075 -2.0457 -1.2798 -0.24
O -0.7011 -2.5415 -1.3843 -0.19
C -0.8739 -3.7968 -0.7721 -0.13
N -0.1439 0.1455 -2.0816 0.05
H 3.0115 -1.0159 -2.3722 0.07
H 2.4868 -0.0556 -1.1221 0.08
H 2.3314 0.6038 -2.8205 0.08
H 0.7496 -1.2946 -3.2711 0.14
H 0.9089 -1.7255 -0.2715 0.12
H 1.3035 -2.8733 -1.4912 0.12
H -0.4746 -4.5687 -1.4379 0.08
H -1.9417 -3.8957 -0.5873 0.08
H -0.3672 -3.9105 0.1941 0.08
H -0.0126 0.7967 -2.8524 0.05
H -0.0097 0.7646 -1.2920 0.04
```

Summary:
- Energy: -1338.8982 Eh
- Energy above the lowest of the compared OMol25 structures with the same formula, charge and spin: 0.000 eV
- Kohn-Sham gap: 8.23 eV
- Charge: -1

---

[3]
The molecule C14H20N2O6S2. Source: the OMol25 dataset; level of theory: the ωB97M-V functional and the def2-TZVPD basis.

Structure (XYZ):
```
44
Properties=species:S:1:pos:R:3:lowdin_charge:R:1
C -1.7085 -1.6342 -2.4184 0.02
C -2.8782 -1.0844 -2.1518 -0.18
C -3.9786 -1.7634 -1.3905 -0.24
N -4.3882 -1.0335 -0.2054 -0.12
S -3.3695 -1.1740 1.0945 0.66
O -3.0807 -2.5595 1.2842 -0.27
O -3.9582 -0.4398 2.1760 -0.28
C -1.8476 -0.3412 0.6232 -0.19
C -0.6473 -1.0232 0.5919 -0.03
C 0.5007 -0.3660 0.2151 -0.18
S 2.0376 -1.2731 0.0507 0.66
O 1.7955 -2.6170 0.4849 -0.28
O 2.5546 -1.0579 -1.2675 -0.27
N 3.0060 -0.5134 1.1838 -0.12
C 4.2514 0.0753 0.7204 -0.25
C 5.3251 -0.9510 0.5218 -0.17
C 6.4932 -0.9365 1.1352 0.01
C 0.4814 0.9923 -0.1173 -0.24
O 1.6631 1.5408 -0.4409 -0.09
C 1.7039 2.8940 -0.8475 -0.05
C -0.7355 1.6717 -0.0914 0.09
C -1.9009 0.9973 0.2611 -0.27
O -3.1160 1.6288 0.1754 -0.13
C -3.4494 2.4551 1.2869 -0.05
H -0.9383 -1.1138 -2.9618 0.06
H -1.4716 -2.6363 -2.1031 0.07
H -3.1003 -0.0725 -2.4687 0.11
H -4.8613 -1.8830 -2.0286 0.12
H -3.6578 -2.7446 -1.0376 0.11
H -4.6172 -0.0633 -0.3687 0.10
H -0.6115 -2.0696 0.8492 0.12
H 3.1238 -1.1201 1.9817 0.11
H 4.5612 0.8391 1.4396 0.12
H 4.0082 0.5466 -0.2340 0.10
H 5.0549 -1.7430 -0.1632 0.10
H 7.2341 -1.6998 0.9709 0.05
H 6.7624 -0.1502 1.8225 0.06
H 2.7464 3.0949 -1.0867 0.10
H 1.3809 3.5614 -0.0431 0.10
H 1.0902 3.0626 -1.7365 0.10
H -0.8082 2.7117 -0.3685 0.12
H -2.6473 3.1658 1.5036 0.09
H -3.6528 1.8347 2.1631 0.08
H -4.3494 2.9924 0.9956 0.10
```

Summary:
- Energy: -1902.7005 Eh
- Energy above the lowest of the compared OMol25 structures with the same formula, charge and spin: 3.142 eV
- SMILES: C=CCNS(=O)(=O)c1cc(S(=O)(=O)NCC=C)c(OC)cc1OC
- Kohn-Sham gap: 9.65 eV

---

[4]
The molecule C6H9OPS2 at a distorted geometry. Source: the OMol25 dataset; level of theory: the ωB97M-V functional and the def2-TZVPD basis.

Structure (XYZ):
```
19
Properties=species:S:1:pos:R:3:lowdin_charge:R:1
C 1.0538 -1.6402 -1.5202 -0.16
O 1.5153 -0.3737 -1.1843 -0.42
P 1.5675 0.1262 0.3489 -0.02
S 2.6842 -0.9438 1.4709 0.25
S 2.0613 2.0635 0.0014 0.59
C -0.2321 0.4703 0.9621 -0.41
C -0.9017 1.4054 -0.0461 -0.15
C -2.1362 0.9525 -0.3353 -0.11
C -2.3855 -0.1999 0.4762 -0.13
C -1.3533 -0.5060 1.3058 -0.08
H 0.0655 -1.7926 -1.0457 0.09
H 1.7737 -2.3746 -1.2896 0.06
H 0.7843 -1.7976 -2.6251 0.12
H 3.1362 2.1992 0.7616 -0.15
H 0.0809 1.0890 1.9009 0.14
H -0.2045 2.1141 -0.5414 0.04
H -2.7692 1.3950 -1.1634 0.13
H -3.3523 -0.8806 0.5389 0.14
H -1.3877 -1.3061 1.9844 0.08
```

Summary:
- Energy: -1446.9686 Eh
- Energy above the lowest of the compared OMol25 structures with the same formula, charge and spin: 0.000 eV
- SMILES: CO[P@@](=S)(S)C1C=CC=C1
- Kohn-Sham gap: 9.39 eV